[1]
{"formula": "C5H7NO", "method": "the ωB97M-V functional and the def2-TZVPD basis", "elements": ["C", "C", "C", "C", "N", "C", "O", "H", "H", "H", "H", "H", "H", "H"], "coordinates": [[0.3476, 1.4664, -0.9875], [-0.0836, 0.0265, -0.6947], [0.9703, -0.8623, -0.0825], [0.5180, -1.3294, 1.0832], [-0.7763, -0.8552, 1.3489], [-1.2106, -0.0109, 0.3486], [-2.2669, 0.5848, 0.3257], [1.1044, 1.4987, -1.7783], [0.7711, 1.9353, -0.0936], [-0.5167, 2.0559, -1.3070], [-0.4824, -0.4157, -1.6186], [1.9325, -1.0807, -0.5275], [0.9970, -1.9900, 1.7949], [-1.3053, -1.0235, 2.1893]], "forces_ev_per_a": [[0.02, 0.09, 0.00], [-0.03, 0.01, -0.04], [-0.01, -0.05, 0.13], [0.11, 0.03, -0.15], [-0.09, 0.07, 0.01], [-0.17, 0.12, -0.02], [0.35, -0.20, 0.01], [-0.12, -0.05, 0.12], [-0.06, -0.08, -0.09], [0.11, -0.09, 0.05], [0.02, 0.03, 0.14], [-0.14, 0.02, 0.09], [-0.04, 0.09, -0.13], [0.05, 0.03, -0.11]], "nbo_charge": [-0.59, -0.35, -0.26, -0.01, -0.63, 0.69, -0.59, 0.21, 0.21, 0.23, 0.24, 0.22, 0.22, 0.42], "e_tot_ha": -324.7218, "orbital_gap_ev": 9.614, "total_charge": 0, "smiles": "C[C@H]1C=CNC1=O", "spin_multiplicity": 1}

[2]
{"formula": "C5H7NO", "method": "the ωB97M-V functional and the def2-TZVPD basis", "elements": ["O", "C", "C", "C", "C", "C", "N", "H", "H", "H", "H", "H", "H", "H"], "coordinates": [[-3.3614, 0.3165, -0.8951], [-2.5174, -0.5937, -1.5672], [-1.1723, -0.6391, -0.9783], [-0.1100, -0.5587, -0.4107], [1.1712, -0.3035, 0.1927], [2.5846, 0.8496, 1.6256], [1.2581, 0.5086, 1.1650], [-3.2729, 0.1517, 0.0524], [-2.9516, -1.6038, -1.5978], [-2.4441, -0.2379, -2.5995], [2.0465, -0.7891, -0.2705], [2.7221, 1.9274, 1.4739], [3.3939, 0.3079, 1.1068], [2.6533, 0.6642, 2.7027]], "forces_ev_per_a": [[-0.09, -0.02, 0.26], [0.19, -0.19, -0.24], [0.42, 0.07, 0.27], [-0.49, -0.03, -0.27], [-0.01, 0.23, 0.13], [0.18, 0.04, 0.11], [0.09, -0.28, -0.42], [-0.06, 0.09, -0.12], [0.08, 0.14, 0.04], [-0.01, -0.08, 0.11], [-0.17, 0.13, 0.14], [0.03, -0.20, 0.06], [-0.17, 0.08, 0.10], [0.01, 0.03, -0.16]], "nbo_charge": [-0.69, -0.14, 0.01, -0.06, 0.03, -0.44, -0.35, 0.47, 0.19, 0.21, 0.17, 0.21, 0.17, 0.21], "e_tot_ha": -324.6159, "orbital_gap_ev": 10.439, "total_charge": 0, "smiles": "C/N=C/C#CCO", "spin_multiplicity": 1}

[3]
{"formula": "C5H7NO", "method": "the ωB97M-V functional and the def2-TZVPD basis", "elements": ["O", "C", "C", "C", "N", "C", "C", "H", "H", "H", "H", "H", "H", "H"], "coordinates": [[2.7488, 0.1854, -0.3084], [1.6752, 0.5651, -0.7102], [0.3682, 0.0425, -0.1934], [-0.8044, -0.5428, -0.9825], [-1.3009, -0.4385, 0.6608], [-0.6995, 0.9073, 0.5350], [0.1064, -0.9785, 0.8948], [1.5981, 1.3855, -1.4589], [-1.2695, 0.1579, -1.6848], [-1.3747, -1.3947, -0.6436], [-1.3260, 1.5659, -0.0750], [-0.4689, 1.3373, 1.5102], [0.4661, -0.7536, 1.9011], [0.2751, -2.0301, 0.6264]], "forces_ev_per_a": [[-0.42, 0.17, -0.18], [0.26, -0.26, 0.06], [0.29, -0.02, 0.04], [-1.29, 0.65, 1.28], [-0.12, 0.71, 0.07], [0.20, 0.78, 0.35], [-0.04, -0.12, 0.33], [0.05, -0.13, 0.05], [-0.33, -0.33, 0.34], [1.05, -2.17, -2.53], [0.31, 0.12, 0.17], [0.30, 0.33, 0.02], [-0.05, 0.00, -0.10], [-0.22, 0.27, 0.11]], "nbo_charge": [-0.49, 0.44, -0.20, -0.31, -0.34, -0.21, -0.24, 0.11, 0.19, 0.29, 0.19, 0.18, 0.20, 0.20], "e_tot_ha": -324.5154, "orbital_gap_ev": 9.804, "total_charge": 0, "spin_multiplicity": 1}

[4]
{"formula": "C5H7NO", "method": "the ωB97M-V functional and the def2-TZVPD basis", "elements": ["C", "N", "C", "O", "C", "C", "C", "H", "H", "H", "H", "H", "H", "H"], "coordinates": [[2.6005, -0.0167, 0.6975], [1.7124, 0.8859, -0.0104], [0.5649, 0.4615, -0.3182], [-0.0288, -0.7641, -0.0658], [-1.2097, -0.2417, -0.7634], [-2.3830, -0.0408, 0.1840], [-0.5545, 1.0768, -1.1004], [3.5585, -0.0273, 0.1684], [2.7902, 0.3920, 1.6965], [2.2195, -1.0401, 0.7924], [-1.4648, -0.8700, -1.6241], [-2.5419, -0.9563, 0.7602], [-3.2864, 0.1976, -0.3829], [-2.1857, 0.7773, 0.8849]], "forces_ev_per_a": [[0.08, -0.13, 0.06], [-0.35, -0.16, -0.12], [0.42, 0.32, 0.01], [0.06, -0.02, 0.05], [-0.25, 0.06, -0.13], [-0.09, 0.02, 0.06], [0.04, -0.29, 0.15], [-0.11, 0.00, 0.10], [-0.03, -0.03, -0.15], [0.05, 0.17, -0.01], [0.05, 0.10, 0.09], [0.02, 0.10, -0.11], [0.14, -0.01, 0.07], [-0.02, -0.13, -0.08]], "nbo_charge": [-0.46, -0.33, 0.33, -0.52, -0.09, -0.62, 0.15, 0.22, 0.22, 0.20, 0.23, 0.23, 0.23, 0.22], "e_tot_ha": -324.5376, "orbital_gap_ev": 7.989, "total_charge": 0, "spin_multiplicity": 1}

[5]
{"formula": "C5H7NO", "method": "the ωB97M-V functional and the def2-TZVPD basis", "elements": ["O", "C", "C", "C", "N", "C", "C", "H", "H", "H", "H", "H", "H", "H"], "coordinates": [[-0.2570, -0.2125, 2.6668], [-0.7072, 0.2412, 1.6436], [0.0835, 0.3671, 0.3738], [-0.0298, 1.5034, -0.4728], [0.6988, -0.9700, -1.2507], [-0.5740, -0.3152, -0.9817], [1.2387, -0.5979, 0.0809], [-1.7410, 0.6514, 1.5811], [-0.9691, 2.0188, -0.1863], [1.1816, -0.4237, -1.9549], [-1.0188, 0.2742, -1.7934], [-1.3303, -1.0078, -0.5900], [1.2312, -1.4630, 0.7454], [2.2379, -0.1539, 0.0716]], "forces_ev_per_a": [[-0.22, 0.20, -0.50], [0.16, -0.06, 0.33], [0.16, 0.14, 0.03], [-0.13, -0.03, 0.31], [0.02, 0.09, -0.09], [-0.28, -0.24, -0.31], [0.27, -0.16, 0.20], [0.11, -0.08, 0.04], [0.02, -0.06, -0.11], [-0.02, -0.05, -0.03], [0.06, -0.03, 0.16], [0.06, 0.22, -0.04], [0.01, 0.08, 0.04], [-0.21, -0.03, -0.03]], "nbo_charge": [-0.50, 0.42, -0.24, -0.21, -0.60, -0.18, -0.22, 0.11, 0.14, 0.37, 0.27, 0.22, 0.21, 0.21], "e_tot_ha": -324.5322, "orbital_gap_ev": 9.611, "total_charge": 0, "spin_multiplicity": 1}

[6]
{"formula": "C5H7NO", "method": "the ωB97M-V functional and the def2-TZVPD basis", "elements": ["C", "C", "C", "O", "C", "N", "C", "H", "H", "H", "H", "H", "H", "H"], "coordinates": [[-1.5670, -0.7026, 0.3878], [-0.5378, 0.6335, -0.5565], [0.6188, 1.3827, -0.0122], [1.5901, 0.7039, 0.7206], [1.5881, -0.6548, 0.6199], [0.7557, -1.4059, 0.0399], [-0.4382, -0.8339, -0.5350], [-1.4040, -0.5142, 1.4423], [-2.5300, -1.1856, 0.1422], [-1.1298, 1.2974, -1.1751], [0.5027, 2.3849, 0.4526], [0.8014, 1.2664, -1.1966], [2.4549, -1.0571, 1.1370], [-0.7050, -1.3148, -1.4667]], "forces_ev_per_a": [[0.04, 1.50, -0.16], [-3.17, -1.25, 2.53], [0.00, -0.19, -2.06], [-0.09, -0.33, 0.10], [-0.11, -0.25, -0.15], [0.62, 0.13, 0.14], [0.44, -0.36, -0.56], [0.34, -0.31, -0.13], [0.48, 0.92, -0.14], [-0.17, -0.78, -0.43], [-0.07, -0.66, -0.82], [1.74, 1.87, 1.83], [-0.09, -0.02, -0.05], [0.05, -0.26, -0.09]], "nbo_charge": [-0.46, -0.24, -0.09, -0.49, 0.38, -0.46, -0.15, 0.21, 0.22, 0.24, 0.22, 0.23, 0.18, 0.21], "e_tot_ha": -324.5669, "orbital_gap_ev": 8.870, "total_charge": 0, "spin_multiplicity": 1}

[7]
{"formula": "C5H7NO", "method": "the ωB97M-V functional and the def2-TZVPD basis", "elements": ["C", "C", "O", "C", "C", "N", "C", "H", "H", "H", "H", "H", "H", "H"], "coordinates": [[-0.9204, -1.0051, -0.0635], [-0.8357, 0.3706, -0.7478], [-1.0981, 1.4535, 0.1347], [0.1959, 1.4650, 0.8860], [0.2556, 0.3085, 1.7297], [0.3293, -0.5906, 0.6886], [0.6307, 0.4103, -0.2801], [-1.7526, -1.2504, 0.5954], [-0.6884, -1.8288, -0.7424], [-1.2176, 0.5426, -1.7551], [0.4988, 2.4825, 1.1167], [2.1480, -1.4801, -2.4228], [0.4917, 0.0959, 2.7666], [1.9627, -0.9737, -1.9061]], "forces_ev_per_a": [[-0.18, -0.11, 0.03], [-0.10, -0.07, -0.33], [-0.16, 0.10, 0.08], [0.09, 0.32, 0.07], [0.00, 0.02, 0.32], [0.23, -0.32, 0.01], [0.09, 0.07, -0.09], [0.09, 0.05, -0.12], [-0.03, 0.12, 0.09], [0.04, -0.03, 0.16], [-0.04, -0.16, -0.02], [-0.01, 0.02, 0.03], [-0.07, 0.04, -0.14], [0.05, -0.07, -0.09]], "nbo_charge": [-0.23, 0.00, -0.47, -0.02, -0.05, -0.34, 0.08, 0.22, 0.22, 0.19, 0.21, -0.02, 0.20, 0.01], "e_tot_ha": -324.4353, "orbital_gap_ev": [7.650, 7.801], "total_charge": 0, "spin_multiplicity": 1}

[8]
{"formula": "C5H7NO", "method": "the ωB97M-V functional and the def2-TZVPD basis", "elements": ["C", "C", "C", "O", "C", "N", "C", "H", "H", "H", "H", "H", "H", "H"], "coordinates": [[1.4003, 1.3900, -0.3525], [0.2903, 0.4187, -0.0132], [-0.8550, 0.8762, 0.7048], [-2.0128, 0.3843, 0.7915], [-0.3637, -1.7170, -0.3628], [-1.2238, -2.1697, 0.4622], [0.3096, -0.7974, -1.0016], [2.3626, 0.8774, -0.3814], [1.5259, 2.2772, 0.2837], [1.1599, 1.7656, -1.3589], [-0.6361, 1.8197, 1.2839], [-1.9626, -1.4638, 0.7004], [-0.8385, -2.7130, 1.2258], [0.8438, -0.9484, -1.9819]], "forces_ev_per_a": [[0.20, -0.06, -0.13], [-0.26, -0.47, -1.87], [0.57, -0.43, -0.32], [0.58, -0.49, -0.15], [0.38, 0.06, 0.36], [0.33, 0.28, 0.08], [-0.70, 1.43, 1.11], [0.10, 0.16, -0.08], [-0.35, -0.43, 0.14], [0.45, 0.06, 0.09], [-0.13, -0.58, -0.41], [-0.15, 0.19, -0.02], [-0.33, -0.29, -0.04], [-0.69, 0.57, 1.23]], "nbo_charge": [-0.62, -0.24, 0.30, -0.72, 0.39, -0.71, -0.27, 0.20, 0.22, 0.20, 0.12, 0.46, 0.41, 0.26], "e_tot_ha": -324.5759, "orbital_gap_ev": 7.169, "total_charge": 0, "spin_multiplicity": 1}

[9]
{"formula": "C5H7NO", "method": "the ωB97M-V functional and the def2-TZVPD basis", "elements": ["C", "N", "C", "C", "C", "C", "O", "H", "H", "H", "H", "H", "H", "H"], "coordinates": [[0.1915, 1.0113, 1.3564], [0.4523, 0.8228, -0.9945], [-0.5515, 0.3576, -1.6346], [-1.1348, -0.8708, -1.0448], [-0.4425, -1.1023, 0.0726], [0.5619, 0.0265, 0.2460], [1.8617, -0.4153, 0.5348], [0.9700, 1.7786, 1.3699], [0.1494, 0.5210, 2.3317], [-0.7664, 1.4900, 1.1364], [-0.9309, 0.8528, -2.5273], [-1.9395, -1.4554, -1.4770], [-0.5336, -1.9414, 0.7543], [2.1125, -1.0755, -0.1238]], "forces_ev_per_a": [[-0.05, 0.03, 0.11], [-0.26, -0.16, -0.16], [0.17, 0.13, -0.04], [0.11, -0.05, 0.17], [-0.12, 0.07, -0.10], [-0.20, 0.08, 0.12], [0.11, -0.15, -0.24], [-0.13, -0.10, 0.05], [0.02, -0.02, -0.14], [0.11, -0.12, 0.07], [0.13, -0.13, 0.04], [0.11, 0.10, 0.11], [-0.04, 0.21, -0.02], [0.02, 0.12, 0.04]], "nbo_charge": [-0.60, -0.39, 0.06, -0.28, -0.18, 0.30, -0.69, 0.23, 0.21, 0.22, 0.19, 0.22, 0.22, 0.47], "e_tot_ha": -324.6820, "orbital_gap_ev": 10.009, "total_charge": 0, "smiles": "C[C@@]1(O)C=CC=N1", "spin_multiplicity": 1}

[10]
{"formula": "C5H7NO", "method": "the ωB97M-V functional and the def2-TZVPD basis", "elements": ["O", "C", "C", "C", "C", "C", "N", "H", "H", "H", "H", "H", "H", "H"], "coordinates": [[2.8603, 0.4904, -0.7468], [1.5510, 0.1633, -0.5611], [0.6607, 1.0356, -0.0994], [-0.7761, 0.7074, 0.1724], [-1.3243, -0.7000, -0.2148], [-1.4234, -0.8025, 1.2766], [-1.0258, 0.3654, 1.6169], [3.3002, -0.2676, -1.1452], [1.2853, -0.8624, -0.8147], [0.9978, 2.0336, 0.1758], [-1.4324, 1.5296, -0.1407], [-0.6576, -1.3943, -0.7328], [-2.2880, -0.6929, -0.7344], [-1.7276, -1.6056, 1.9484]], "forces_ev_per_a": [[0.11, -0.19, -0.07], [-0.46, 0.11, 0.04], [0.04, -0.12, -0.02], [0.09, 0.13, -0.22], [0.00, -0.02, -0.10], [0.02, -0.02, 0.24], [-0.07, -0.31, -0.05], [0.10, 0.18, 0.06], [0.05, 0.20, 0.00], [-0.03, -0.13, -0.08], [0.17, -0.12, 0.04], [-0.09, 0.11, 0.14], [0.14, 0.04, 0.05], [-0.06, 0.13, -0.03]], "nbo_charge": [-0.67, 0.14, -0.30, -0.09, -0.49, 0.09, -0.36, 0.48, 0.16, 0.22, 0.20, 0.21, 0.22, 0.18], "e_tot_ha": -324.6344, "orbital_gap_ev": 9.579, "total_charge": 0, "spin_multiplicity": 1}